# 1
{"formula": "C40H41N8SSeSn", "method": "ωB97M-V/def2-TZVPD", "lumo_energy_ev": -3.454, "gap_ev": 6.5201, "charge": 1, "mol_weight_g_mol": 863.56, "relative_energy_kcal_mol": 5.6, "homo_energy_ev": -9.97, "symbols": ["Sn", "C", "N", "C", "C", "N", "C", "S", "C", "C", "C", "C", "C", "N", "H", "H", "H", "H", "H", "H", "H", "H", "H", "N", "C", "C", "C", "C", "C", "C", "C", "C", "C", "C", "C", "C", "N", "C", "C", "C", "C", "N", "H", "H", "H", "H", "H", "H", "H", "H", "H", "H", "C", "C", "C", "C", "N", "C", "Se", "N", "C", "C", "C", "C", "C", "C", "C", "C", "C", "C", "H", "H", "H", "H", "H", "H", "H", "H", "H", "H", "H", "H", "H", "H", "H", "H", "H", "H", "H", "H", "H", "H"], "coordinates": [[2.532, -0.328, -1.197], [1.070, -5.533, -2.168], [1.770, -5.155, -0.956], [1.619, -5.773, 0.271], [2.437, -5.163, 1.132], [3.095, -4.142, 0.439], [2.663, -4.132, -0.881], [3.104, -3.219, -2.225], [4.110, -3.354, 1.042], [4.841, -3.875, 2.107], [5.817, -3.086, 2.685], [6.071, -1.829, 2.157], [5.293, -1.406, 1.097], [4.308, -2.138, 0.573], [0.208, -6.136, -1.894], [1.720, -6.109, -2.826], [0.759, -4.638, -2.700], [0.934, -6.589, 0.426], [2.581, -5.345, 2.180], [4.666, -4.879, 2.466], [6.380, -3.455, 3.532], [6.843, -1.191, 2.564], [5.440, -0.431, 0.647], [-2.252, 9.176, -1.469], [-1.727, 8.154, -1.427], [-1.080, 6.871, -1.356], [-1.221, 6.088, -0.212], [-0.600, 4.853, -0.145], [0.147, 4.368, -1.218], [0.285, 5.162, -2.354], [-0.316, 6.406, -2.424], [0.777, 3.017, -1.157], [1.731, 2.797, -0.157], [2.193, 3.755, 0.791], [3.082, 3.107, 1.619], [3.155, 1.782, 1.149], [2.370, 1.586, 0.093], [0.342, 2.084, -2.111], [-0.657, 2.291, -3.102], [-0.703, 1.153, -3.880], [0.256, 0.278, -3.345], [0.870, 0.809, -2.285], [-1.810, 6.450, 0.621], [-0.700, 4.258, 0.753], [0.885, 4.807, -3.183], [-0.198, 7.022, -3.306], [1.893, 4.790, 0.836], [3.636, 3.521, 2.448], [3.747, 0.969, 1.553], [-1.267, 3.176, -3.202], [-1.336, 0.966, -4.735], [0.537, -0.706, -3.704], [-0.750, -1.100, 4.365], [-1.867, -0.220, 3.804], [-1.383, 1.157, 3.350], [-0.429, 1.108, 2.161], [-1.068, 0.574, 0.959], [-0.686, -0.540, 0.309], [0.848, -1.541, 0.678], [-1.540, -0.765, -0.707], [-1.542, -1.936, -1.584], [-2.026, -3.192, -0.861], [-3.445, -3.092, -0.301], [-4.528, -3.029, -1.377], [-2.472, 0.270, -0.748], [-3.511, 0.539, -1.630], [-4.242, 1.690, -1.410], [-3.932, 2.557, -0.355], [-2.891, 2.294, 0.515], [-2.169, 1.124, 0.308], [-1.163, -2.019, 4.783], [-0.215, -0.581, 5.163], [-0.029, -1.381, 3.594], [-2.627, -0.072, 4.573], [-2.357, -0.732, 2.969], [-0.849, 1.647, 4.169], [-2.249, 1.778, 3.112], [0.419, 0.467, 2.382], [-0.038, 2.101, 1.938], [-0.528, -2.086, -1.958], [-2.186, -1.699, -2.428], [-1.329, -3.402, -0.048], [-1.974, -4.024, -1.567], [-3.526, -2.221, 0.359], [-3.619, -3.972, 0.321], [-4.477, -2.104, -1.955], [-5.519, -3.078, -0.925], [-4.436, -3.869, -2.070], [-3.727, -0.105, -2.472], [-5.067, 1.929, -2.068], [-4.521, 3.455, -0.217], [-2.650, 2.988, 1.307]]}

---

# 2
{"formula": "C40H42BeN7OS2Te", "method": "ωB97M-V/def2-TZVPD", "lumo_energy_ev": [0.109, 0.073], "gap_ev": [6.0130, 6.6214], "spin_multiplicity": 2, "mol_weight_g_mol": 837.57, "relative_energy_kcal_mol": 3.7, "homo_energy_ev": [-5.90, -6.55], "symbols": ["Be", "S", "C", "N", "N", "C", "C", "C", "C", "C", "C", "N", "N", "C", "C", "C", "C", "C", "C", "H", "H", "H", "H", "H", "H", "H", "H", "H", "H", "H", "S", "C", "N", "C", "C", "C", "N", "H", "H", "H", "H", "H", "H", "H", "H", "C", "C", "C", "C", "C", "C", "Te", "N", "C", "O", "C", "C", "C", "C", "C", "C", "C", "C", "C", "C", "C", "C", "C", "C", "C", "C", "H", "H", "H", "H", "H", "H", "H", "H", "H", "H", "H", "H", "H", "H", "H", "H", "H", "H", "H", "H", "H", "H", "H"], "coordinates": [[1.759, -0.934, -0.730], [2.002, -0.100, -2.617], [2.469, 1.416, -1.861], [2.554, 2.549, -2.575], [2.442, 2.398, -3.898], [1.930, 3.432, -4.641], [1.623, 4.722, -4.088], [1.097, 5.732, -4.857], [0.668, 5.517, -6.176], [0.940, 4.235, -6.701], [1.554, 3.180, -5.949], [2.745, 1.467, -0.585], [2.576, 0.343, 0.093], [3.003, 0.372, 1.402], [2.988, -0.766, 2.200], [3.317, -0.703, 3.553], [3.626, 0.489, 4.194], [3.686, 1.654, 3.339], [3.384, 1.549, 2.010], [2.439, 1.454, -4.227], [1.970, 4.942, -3.089], [1.058, 6.789, -4.485], [0.167, 6.293, -6.732], [0.605, 4.024, -7.741], [1.806, 2.197, -6.396], [2.844, -1.683, 1.628], [3.493, -1.622, 4.102], [4.024, 0.468, 5.194], [3.996, 2.598, 3.744], [3.498, 2.400, 1.308], [2.501, -3.068, -0.936], [1.963, -4.145, 0.360], [2.084, -5.464, 0.240], [1.724, -6.363, 1.324], [0.451, -5.899, 1.978], [0.661, -4.460, 2.450], [1.406, -3.693, 1.491], [2.528, -5.877, -0.549], [2.536, -6.463, 2.091], [1.728, -7.351, 0.881], [0.228, -6.559, 2.734], [-0.370, -5.960, 1.219], [1.082, -4.472, 3.430], [-0.334, -3.910, 2.548], [1.230, -2.691, 1.457], [-5.270, 1.205, 4.731], [-4.150, 0.904, 3.829], [-2.888, 0.719, 4.339], [-1.777, 0.529, 3.513], [-0.410, 0.357, 4.179], [-1.954, 0.475, 2.107], [-0.171, 0.514, 1.073], [0.181, -1.179, 0.097], [-0.850, -2.123, 0.065], [-1.563, -2.356, 1.066], [-1.057, -2.884, -1.167], [-1.745, -4.127, -1.035], [-2.033, -4.852, -2.167], [-1.579, -4.333, -3.385], [-0.949, -3.158, -3.530], [-0.697, -2.365, -2.421], [-0.647, 1.894, -0.519], [-0.845, 1.576, -1.860], [-0.960, 2.550, -2.850], [-0.903, 3.868, -2.409], [-0.752, 4.247, -1.108], [-0.571, 3.274, -0.121], [-0.219, 3.724, 1.291], [-3.232, 0.627, 1.554], [-3.566, 0.444, 0.106], [-4.304, 0.755, 2.460], [-5.797, 0.264, 4.886], [-6.073, 1.815, 4.303], [-4.955, 1.519, 5.725], [-2.796, 0.753, 5.438], [-0.538, 0.467, 5.245], [0.281, 1.193, 3.925], [0.068, -0.565, 3.874], [-1.994, -4.479, -0.092], [-2.488, -5.810, -2.192], [-1.662, -5.013, -4.232], [-0.564, -2.855, -4.481], [-0.072, -1.474, -2.530], [-0.926, 0.519, -2.153], [-0.869, 2.247, -3.860], [-0.904, 4.613, -3.146], [-0.726, 5.292, -0.802], [-0.391, 4.803, 1.315], [0.848, 3.379, 1.438], [-0.899, 3.239, 2.063], [-3.033, 1.178, -0.599], [-4.659, 0.416, -0.079], [-3.268, -0.564, -0.230], [-5.352, 0.739, 2.209]]}

---

# 3
{"formula": "C40H42CaNOP2", "method": "ωB97M-V/def2-TZVPD", "lumo_energy_ev": [-0.988, -0.987], "gap_ev": [2.8485, 5.1644], "spin_multiplicity": 2, "mol_weight_g_mol": 654.81, "relative_energy_kcal_mol": 25.0, "homo_energy_ev": [-3.84, -6.15], "symbols": ["Ca", "C", "C", "C", "C", "C", "C", "C", "C", "C", "H", "H", "H", "H", "H", "H", "H", "H", "H", "H", "H", "H", "H", "H", "H", "P", "P", "C", "C", "C", "C", "C", "C", "C", "C", "C", "C", "C", "C", "C", "C", "C", "C", "C", "C", "C", "C", "C", "C", "C", "C", "C", "C", "H", "H", "H", "H", "H", "H", "H", "H", "H", "H", "H", "H", "H", "H", "H", "H", "H", "H", "H", "H", "H", "H", "O", "N", "C", "C", "C", "C", "C", "H", "H", "H", "H", "H"], "coordinates": [[1.159, 3.468, 3.578], [3.570, 3.660, 3.807], [3.346, 3.006, 2.618], [3.516, 1.531, 2.406], [2.266, 0.611, 2.641], [1.429, 0.908, 3.851], [1.857, 1.405, 5.037], [3.292, 1.630, 5.419], [3.908, 3.043, 5.125], [-0.921, 3.186, 4.238], [3.505, 4.748, 3.811], [3.099, 3.603, 1.738], [4.350, 1.181, 3.024], [3.838, 1.395, 1.357], [1.646, 0.619, 1.721], [2.605, -0.434, 2.748], [0.364, 0.702, 3.725], [1.121, 1.582, 5.826], [3.906, 0.858, 4.944], [3.374, 1.456, 6.504], [3.639, 3.730, 5.951], [5.010, 2.974, 5.154], [-1.122, 4.179, 4.635], [-1.009, 2.371, 4.945], [-1.378, 3.006, 3.269], [-1.142, -1.115, -4.717], [-3.080, -3.325, -2.446], [-0.819, -2.793, -4.143], [-1.466, -3.544, -3.212], [-0.534, -1.105, -6.463], [0.473, -1.962, -6.933], [0.868, -1.909, -8.278], [0.273, -1.001, -9.154], [-0.736, -0.133, -8.689], [-1.139, -0.199, -7.352], [0.225, -0.232, -3.838], [0.116, -0.136, -2.443], [1.090, 0.537, -1.701], [2.176, 1.143, -2.358], [2.277, 1.061, -3.749], [1.308, 0.373, -4.495], [-3.862, -4.931, -2.969], [-4.157, -5.079, -4.333], [-4.767, -6.243, -4.806], [-5.112, -7.268, -3.908], [-4.836, -7.118, -2.547], [-4.210, -5.954, -2.072], [-2.791, -3.621, -0.651], [-3.654, -2.979, 0.253], [-3.491, -3.144, 1.631], [-2.437, -3.944, 2.116], [-1.572, -4.574, 1.220], [-1.745, -4.421, -0.164], [0.128, -3.206, -4.544], [-1.001, -4.517, -2.949], [0.951, -2.667, -6.257], [1.643, -2.586, -8.638], [0.578, -0.962, -10.201], [-1.203, 0.571, -9.367], [-1.939, 0.458, -6.991], [-0.738, -0.590, -1.927], [1.002, 0.602, -0.620], [2.932, 1.678, -1.781], [3.110, 1.533, -4.265], [1.403, 0.308, -5.574], [-3.909, -4.277, -5.035], [-4.984, -6.352, -5.865], [-5.597, -8.173, -4.274], [-5.105, -7.903, -1.844], [-3.991, -5.854, -1.012], [-4.458, -2.340, -0.130], [-4.163, -2.650, 2.323], [-2.300, -4.060, 3.192], [-0.752, -5.187, 1.595], [-1.072, -4.922, -0.855], [1.081, 5.630, 3.614], [1.205, 6.125, 4.870], [2.483, 6.553, 5.308], [2.629, 6.852, 6.662], [1.511, 7.081, 7.450], [0.192, 6.840, 6.874], [0.108, 6.381, 5.600], [3.045, 7.088, 4.589], [3.587, 7.079, 7.107], [1.590, 7.434, 8.457], [-0.688, 7.029, 7.452], [-0.904, 6.198, 5.163]]}